Computed, not measured: a gas-phase ion, C6H12IN6O2 (charge +1) in a non-equilibrium geometry, with the ωB97M-V functional and the def2-TZVPD basis.

Geometry as XYZ:
```
27
Properties=species:S:1:pos:R:3:lowdin_charge:R:1
C 3.706 0.161 0.106 -0.10
C 2.567 -0.843 -0.040 -0.32
C 1.241 -0.132 -0.348 -0.65
I 1.111 0.270 -2.454 1.01
C 0.070 -0.965 -0.002 -0.33
N 0.088 -2.299 -0.017 0.14
N -1.081 -2.751 0.365 0.16
N -1.820 -1.716 0.609 -0.19
O -3.062 -1.756 1.039 -0.04
N -4.054 -2.552 -0.094 0.21
O -3.995 -2.099 -1.093 0.25
N -1.154 -0.565 0.393 0.09
C -1.808 0.730 0.660 -0.06
C -1.554 1.819 -0.368 -0.27
N -0.539 2.781 0.048 0.02
H 3.603 0.968 -0.619 0.06
H 3.742 0.591 1.104 0.08
H 4.657 -0.319 -0.110 0.08
H 2.461 -1.462 0.849 0.11
H 2.795 -1.528 -0.853 0.09
H 1.210 0.821 0.172 0.07
H -2.869 0.503 0.677 0.12
H -1.549 1.064 1.664 0.15
H -1.352 1.393 -1.351 0.05
H -2.502 2.352 -0.453 0.12
H 0.066 3.059 -0.710 0.07
H 0.022 2.473 0.827 0.06
```

Calculated values
HOMO	-12.968	eV
SMILES string	CC[C@@H](I)c1nnn(ON=O)[n+]1CCN
LUMO	-0.207	Ha
net charge	+1

***

Computed, not measured: a molecular structure, C6H12In2N2O2S2 in a non-equilibrium geometry, with the ωB97M-V functional and the def2-TZVPD basis.

Geometry as XYZ:
```
26
Properties=species:S:1:pos:R:3:lowdin_charge:R:1
C 2.869 -0.734 1.371 -0.07
C 2.512 -1.936 0.504 -0.34
O 1.169 -1.975 0.106 -0.24
In 0.430 -0.454 -0.990 0.70
S 2.225 0.810 -2.254 0.13
C -0.486 1.000 0.625 -0.06
C -1.131 2.182 -0.070 -0.47
S -2.879 2.290 0.388 1.22
C -3.359 0.680 0.139 -0.70
N -2.801 -0.150 -0.673 0.04
N -3.464 -1.337 -0.518 0.12
C -4.371 -1.134 0.349 -0.08
O -4.366 0.137 0.817 0.11
H 2.597 0.222 0.917 0.04
H 3.946 -0.725 1.485 0.10
H 2.440 -0.789 2.364 0.09
H 3.212 -2.004 -0.331 0.12
H 2.684 -2.818 1.115 0.13
H -0.797 -0.942 -2.131 0.04
H 3.398 0.239 -1.924 -0.19
H -1.146 0.363 1.192 0.07
H 0.385 1.250 1.219 0.08
H -0.647 3.088 0.275 0.10
H -1.023 2.128 -1.146 0.08
H -5.085 -1.828 0.743 0.16
In 3.689 2.439 -3.569 0.81
```

Calculated values
HOMO	-15.974	eV
LUMO	-0.436	Ha
net charge	+2

***

Computed, not measured: a gas-phase ion, C6H12N (charge +1) in a non-equilibrium geometry, with the ωB97M-V functional and the def2-TZVPD basis.

Geometry as XYZ:
```
19
Properties=species:S:1:pos:R:3:lowdin_charge:R:1
C -0.743 -1.282 1.775 -0.11
C 0.240 -0.087 1.892 -0.21
C 1.113 0.163 0.613 -0.13
C 0.521 0.273 -0.751 -0.26
C 1.165 0.817 -1.857 0.17
C -1.329 0.544 -2.121 0.22
N -0.857 0.222 -0.859 0.04
H -1.757 -0.883 1.508 0.08
H -0.756 -1.762 2.762 0.08
H -0.489 -2.056 1.029 0.08
H 0.909 -0.338 2.701 0.11
H -0.392 0.821 2.041 0.12
H 1.813 -0.670 0.582 0.13
H 1.599 1.106 0.896 0.14
H 0.774 0.560 -2.832 0.07
H 2.067 1.419 -1.789 0.11
H -1.132 -0.009 -3.025 0.12
H -1.344 1.622 -2.248 0.11
H -1.399 -0.458 -0.318 0.13
```

Calculated values
HOMO	-14.052	eV
SMILES string	C=[NH+]C(=C)CCC
relative energy (zero: lowest compared OMol25 entry of this formula, charge and spin)	111.63	kcal per mole
LUMO	-0.271	Ha
net charge	+1

***

Computed, not measured: a gas-phase ion, C6H12N (charge +1) in a non-equilibrium geometry, with the ωB97M-V functional and the def2-TZVPD basis.

Geometry as XYZ:
```
19
Properties=species:S:1:pos:R:3:lowdin_charge:R:1
C -2.675 -0.523 -1.086 0.02
C -0.369 -0.195 0.012 0.09
C 0.831 0.489 0.027 -0.10
C -2.165 -0.194 0.082 -0.27
C -2.915 0.196 1.296 -0.08
C 3.193 -0.366 0.602 -0.05
N 2.026 -0.237 -0.243 -0.06
H -3.668 -1.007 -1.154 0.09
H -2.142 -0.693 -2.013 0.07
H -0.309 -1.224 -0.197 0.06
H 0.889 1.534 0.244 0.12
H -2.456 -0.357 2.138 0.09
H -3.904 -0.176 1.281 0.07
H -2.931 1.332 1.494 0.13
H 4.134 -0.530 0.114 0.09
H 3.389 0.536 1.290 0.13
H 3.189 -1.271 1.386 0.16
H 1.928 -1.213 -0.637 0.20
H 2.264 0.211 -1.211 0.23
```

Calculated values
HOMO	-13.171	eV
SMILES string	C=C(C)/C=C/[NH2+]C
relative energy (zero: lowest compared OMol25 entry of this formula, charge and spin)	97.25	kcal per mole
LUMO	-0.130	Ha
net charge	+1

***

Computed, not measured: a gas-phase ion, C6H12N (charge +1) in a non-equilibrium geometry, with the ωB97M-V functional and the def2-TZVPD basis.

Geometry as XYZ:
```
19
Properties=species:S:1:pos:R:3:lowdin_charge:R:1
C -0.723 -0.918 0.343 0.07
C -1.029 0.284 0.799 -0.30
C 0.073 0.985 0.151 -0.10
C 0.621 -0.322 -0.504 -0.35
C -2.050 0.909 1.678 0.00
C 0.625 -0.508 -2.040 0.00
N 1.880 -0.821 0.112 0.26
H -1.148 -1.962 0.336 0.13
H -0.242 1.752 -0.481 0.11
H 0.695 1.571 0.783 0.12
H -1.723 1.840 2.046 0.07
H -2.231 0.348 2.533 0.07
H -2.811 1.258 0.908 0.14
H 0.015 0.219 -2.483 0.07
H 0.108 -1.465 -2.305 0.11
H 1.616 -0.340 -2.500 0.10
H 2.592 -0.247 -0.278 0.16
H 1.888 -1.695 -0.256 0.12
H 1.844 -0.888 1.156 0.21
```

Calculated values
HOMO	-13.630	eV
SMILES string	CC1=C[C@](C)([NH3+])C1
relative energy (zero: lowest compared OMol25 entry of this formula, charge and spin)	55.54	kcal per mole
LUMO	-0.126	Ha
net charge	+1

***

Computed, not measured: 2 unconnected molecules or ions with the total composition C6H12N in a non-equilibrium geometry, with the ωB97M-V functional and the def2-TZVPD basis.

Geometry as XYZ:
```
19
Properties=species:S:1:pos:R:3:lowdin_charge:R:1
C -1.949 -0.140 -0.053 -0.14
C -2.491 -1.202 0.427 0.02
C 0.212 -0.710 -0.123 0.12
C -2.277 1.247 -0.421 -0.08
C 2.659 -0.987 -0.405 0.01
C 1.595 1.106 0.611 0.00
N 1.411 -0.241 -0.048 -0.24
H -3.635 -1.277 0.461 0.14
H -1.671 -1.937 0.704 0.09
H 0.154 -1.812 -0.467 0.12
H -3.285 1.539 0.085 0.14
H -2.515 1.256 -1.466 0.08
H -1.554 2.082 -0.336 0.09
H 3.394 -0.481 0.258 0.10
H 2.512 -2.082 -0.197 0.12
H 2.870 -0.604 -1.435 0.12
H 2.198 1.030 1.610 0.15
H 1.838 1.919 -0.070 0.10
H 0.532 1.294 0.864 0.07
```

Calculated values
HOMO	-14.493	eV
relative energy (zero: lowest compared OMol25 entry of this formula, charge and spin)	111.87	kcal per mole
LUMO	-0.157	Ha
net charge	+1

***

Computed, not measured: a gas-phase ion, C6H12N (charge +1) in a non-equilibrium geometry, with the ωB97M-V functional and the def2-TZVPD basis.

Geometry as XYZ:
```
19
Properties=species:S:1:pos:R:3:lowdin_charge:R:1
C 0.615 -1.392 -1.351 -0.09
C 1.616 -0.464 -1.123 0.12
C 1.148 0.628 -0.295 -0.10
C -0.280 0.161 1.678 0.02
C -0.724 -0.884 -0.671 -0.04
C -0.279 0.377 0.114 -0.53
N -0.926 1.567 -0.325 0.09
H 0.851 -2.561 -1.430 0.21
H 2.030 0.949 0.389 0.20
H 2.448 -0.560 -1.674 0.11
H 1.386 1.671 -0.844 0.22
H 0.368 -0.584 2.065 0.09
H -1.298 0.026 1.898 0.08
H 0.063 1.007 2.057 0.03
H -1.427 -0.583 -1.349 0.09
H 0.303 -1.266 -2.429 0.19
H -1.120 -1.587 -0.061 0.09
H -1.894 1.455 -0.519 0.09
H -0.686 2.464 0.045 0.10
```

Calculated values
HOMO	-13.283	eV
relative energy (zero: lowest compared OMol25 entry of this formula, charge and spin)	83.58	kcal per mole
LUMO	-0.229	Ha
net charge	+1

***

Computed, not measured: 2 unconnected molecules or ions with the total composition C6H12N2 in a non-equilibrium geometry, with the ωB97M-V functional and the def2-TZVPD basis.

Geometry as XYZ:
```
20
Properties=species:S:1:pos:R:3:mulliken_spin:R:1
C 1.269 0.539 2.008 0.08
C 2.338 -1.132 -0.956 0.22
C 1.776 0.177 0.668 0.11
C 1.800 0.976 -0.478 0.13
N 2.132 -1.100 0.351 0.02
N 2.097 0.120 -1.562 0.13
H 3.038 -1.859 -1.392 0.09
H 2.419 0.407 -2.465 -0.02
H 1.360 1.973 -0.525 0.05
H 1.344 1.592 2.217 -0.02
H 1.738 -0.114 2.741 -0.01
H 0.272 0.096 2.120 0.03
C -2.449 -0.876 -0.033 0.18
C -3.011 0.393 -0.614 0.45
H -2.743 -1.129 1.000 -0.06
H -2.628 -1.726 -0.700 -0.10
H -1.353 -0.834 -0.072 0.06
H -2.378 1.257 -0.367 -0.13
H -3.990 0.719 -0.240 -0.12
H -3.031 0.522 -1.703 -0.06
```

Calculated values
HOMO (spin up / spin down)	1.590 / -3.240	eV
multiplicity	2
relative energy (zero: lowest compared OMol25 entry of this formula, charge and spin)	27.23	kcal per mole
LUMO (spin up / spin down)	0.151 / 0.143	Ha
net charge	-1

***

Summary of E in a.u.
-1012.0715 -1671.6237 -290.1440 -290.1669 -290.2334 -290.1436 -290.1887 -345.2368
(order as listed above)